Formula: C13H24N3O5S
Source: the Open Molecules 2025 dataset
Level of theory: ωB97M-V/def2-TZVPD

Positions of all 46 atoms, in Å:
C (-0.1755, -3.6604, 2.9463)
C (0.4236, -2.3800, 2.7456)
N (0.9422, -0.9817, 2.3503)
C (0.7718, -0.0795, 3.5655)
C (-0.4518, 1.0279, 3.3064)
C (-1.5603, 0.7301, 4.4771)
C (-3.0808, 1.2639, 4.1388)
O (-4.1941, 0.6862, 4.6230)
N (-0.7460, 0.6757, 1.8649)
C (-0.0492, -0.5238, 1.2602)
N (-0.2755, -1.0563, 0.0139)
C (-1.2385, -0.5320, -1.0296)
C (-2.7924, -0.3825, -0.5285)
C (-3.6224, -1.7907, -0.4031)
O (-2.7926, -3.0049, -0.3674)
H (-1.0290, -4.4924, 3.0140)
H (1.7581, 0.5021, 3.8336)
H (0.5281, -0.8860, 4.4101)
H (-0.1756, 2.1651, 3.3019)
H (-1.6152, -0.3960, 4.8239)
H (-1.2100, 1.3419, 5.4405)
H (-3.1619, 2.2421, 3.4685)
H (-1.0472, 1.4453, 1.2267)
H (0.2827, -1.9181, -0.2480)
H (-1.2407, -1.2763, -1.9608)
H (-0.8439, 0.5137, -1.4489)
H (-3.3513, 0.2571, -1.3674)
H (-2.9393, 0.2098, 0.4714)
H (-4.3010, -1.6892, 0.5739)
H (-4.4026, -1.8407, -1.3043)
H (-3.4562, -3.7788, -0.2964)
O (1.3236, 1.4648, -2.2505)
S (2.6365, 0.8858, -2.4421)
O (3.8199, 1.4430, -1.8235)
O (2.9124, 0.7137, -4.0386)
C (2.7766, 1.8497, -4.8805)
C (3.9808, 2.7662, -4.7713)
C (2.5555, -0.8435, -2.0434)
H (1.8481, 2.3876, -4.6622)
H (2.7016, 1.4796, -5.9073)
H (4.0326, 3.2310, -3.7819)
H (3.9284, 3.5644, -5.5170)
H (4.9100, 2.2051, -4.9136)
H (1.6950, -1.2829, -2.5484)
H (2.4427, -0.9341, -0.9604)
H (3.4829, -1.3221, -2.3617)

Results
Energy above the lowest of the compared OMol25 structures with the same formula, charge and spin = 366.0 kJ/mol
HOMO = -12.783 eV
Charge = +1
Strongest force on any atom = 10.43 eV/Å
LUMO = -0.1380 Ha
Frontier orbital gap = 0.3318 Eh

In the natural (NBO) picture, each atom carries the following charge in e:
1. C -0.23
2. C 0.03
3. N -0.43
4. C -0.24
5. C -0.05
6. C -0.53
7. C 0.39
8. O -0.49
9. N -0.63
10. C 0.73
11. N -0.54
12. C -0.27
13. C -0.45
14. C -0.08
15. O -0.75
16. H 0.32
17. H 0.25
18. H 0.26
19. H 0.24
20. H 0.26
21. H 0.27
22. H 0.15
23. H 0.44
24. H 0.46
25. H 0.26
26. H 0.27
27. H 0.25
28. H 0.23
29. H 0.19
30. H 0.19
31. H 0.49
32. O -0.95
33. S 2.35
34. O -0.90
35. O -0.71
36. C -0.08
37. C -0.64
38. C -0.88
39. H 0.19
40. H 0.20
41. H 0.22
42. H 0.23
43. H 0.22
44. H 0.24
45. H 0.24
46. H 0.27


Formula: C13H24N7O5
Source: the Open Molecules 2025 dataset
Level of theory: ωB97M-V/def2-TZVPD

Positions of all 49 atoms, in Å:
O (4.7336, -6.1553, -1.2430)
O (-2.3226, 2.7897, -1.3850)
O (2.4384, -2.4586, -0.5748)
O (5.9116, -3.7223, 2.2495)
O (-4.5542, 1.4366, 2.3358)
C (4.5311, -5.1969, -0.5384)
C (-2.8454, 1.7510, -1.7698)
C (3.2803, -3.2323, -0.1434)
C (5.1619, -3.8611, 1.3070)
C (-4.0817, 1.7595, 1.2534)
C (1.9733, 1.3214, -0.3625)
N (2.2702, 0.3275, -1.1518)
N (3.4722, -4.3983, -0.8145)
N (5.3851, -4.9081, 0.4705)
N (-4.3364, 2.9371, 0.6768)
N (1.2726, 1.1715, 0.7483)
N (-3.2148, 0.7614, -0.9484)
N (2.4011, 2.5023, -0.7091)
C (-3.0968, 1.5319, -3.2430)
C (4.0559, -2.8626, 1.0932)
C (-5.2129, 3.9619, 1.2436)
C (0.6111, -0.0590, 1.2310)
C (-0.7838, -0.2409, 0.6129)
C (-1.7325, 0.8800, 1.0657)
C (-3.1733, 0.7484, 0.5360)
H (2.0124, -0.6198, -0.8914)
H (2.7802, 0.4753, -1.9999)
H (2.9672, -4.5729, -1.6735)
H (6.0915, -5.5910, 0.7158)
H (-3.8367, 3.1482, -0.1782)
H (1.1070, 2.0030, 1.2906)
H (-3.6486, -0.0340, -1.3941)
H (2.1646, 3.3076, -0.1563)
H (2.9253, 2.6213, -1.5559)
H (-4.1474, 1.2906, -3.4014)
H (-2.4713, 0.7167, -3.6023)
H (-2.8544, 2.4455, -3.7858)
H (3.3950, -2.8747, 1.9604)
H (4.4881, -1.8681, 0.9820)
H (-4.7036, 4.4717, 2.0638)
H (-6.1220, 3.4983, 1.6348)
H (-5.4857, 4.6904, 0.4784)
H (1.2184, -0.9329, 1.0007)
H (0.5113, -0.0118, 2.3179)
H (-0.6982, -0.2419, -0.4741)
H (-1.1886, -1.2017, 0.9337)
H (-1.3283, 1.8474, 0.7671)
H (-1.7714, 0.8678, 2.1570)
H (-3.5491, -0.2199, 0.8707)

Results
HOMO = -11.579 eV
Charge = +1
Strongest force on any atom = 3.75 eV/Å
LUMO = -0.1008 Ha
Frontier orbital gap = 0.3247 Eh

In the natural (NBO) picture, each atom carries the following charge in e:
1. O -0.56
2. O -0.67
3. O -0.66
4. O -0.54
5. O -0.63
6. C 0.77
7. C 0.68
8. C 0.71
9. C 0.66
10. C 0.65
11. C 0.67
12. N -0.77
13. N -0.62
14. N -0.62
15. N -0.61
16. N -0.56
17. N -0.61
18. N -0.75
19. C -0.71
20. C -0.59
21. C -0.41
22. C -0.23
23. C -0.41
24. C -0.41
25. C -0.12
26. H 0.46
27. H 0.42
28. H 0.46
29. H 0.46
30. H 0.42
31. H 0.42
32. H 0.41
33. H 0.42
34. H 0.42
35. H 0.24
36. H 0.23
37. H 0.25
38. H 0.29
39. H 0.28
40. H 0.20
41. H 0.22
42. H 0.21
43. H 0.22
44. H 0.23
45. H 0.21
46. H 0.22
47. H 0.22
48. H 0.23
49. H 0.24


Formula: C13H25AuF6IN2PSi2
Source: the Open Molecules 2025 dataset
Level of theory: ωB97M-V/def2-TZVPD

Positions of all 51 atoms, in Å:
Au (-1.5863, -0.4471, 0.0455)
C (-1.6498, 0.6495, 3.2976)
Si (-0.4964, 1.8078, 2.3337)
C (1.1954, 1.8875, 3.2064)
C (-1.3206, 3.5356, 2.2014)
N (-0.3484, 1.2707, 0.6737)
C (0.5303, 1.6339, -0.2444)
C (1.4050, 2.7368, -0.0836)
C (2.3250, 3.0631, -1.0425)
C (2.3982, 2.3292, -2.2344)
C (1.5458, 1.2832, -2.4526)
C (0.6046, 0.8866, -1.4762)
N (-0.2185, -0.1423, -1.6456)
Si (-0.1550, -1.3471, -2.9029)
C (-0.7555, -0.5200, -4.5278)
C (1.5964, -2.0813, -3.0996)
C (-1.3568, -2.7428, -2.4500)
H (-1.6168, 0.8950, 4.3544)
H (-1.3249, -0.3798, 3.2025)
H (-2.6838, 0.7222, 2.9763)
H (1.0729, 2.1379, 4.2545)
H (1.8744, 2.6127, 2.7716)
H (1.6675, 0.9138, 3.1560)
H (-1.5243, 3.9431, 3.1851)
H (-2.2634, 3.4726, 1.6671)
H (-0.6929, 4.2463, 1.6736)
H (1.3263, 3.3360, 0.8076)
H (2.9913, 3.9026, -0.8966)
H (3.1203, 2.6016, -2.9909)
H (1.5722, 0.7526, -3.3891)
H (-0.0670, 0.2507, -4.8609)
H (-1.7251, -0.0525, -4.3807)
H (-0.8535, -1.2472, -5.3281)
H (2.3032, -1.3535, -3.4841)
H (1.5933, -2.9306, -3.7768)
H (1.9675, -2.4246, -2.1388)
H (-2.3715, -2.3768, -2.3323)
H (-1.0572, -3.2070, -1.5182)
H (-1.3709, -3.5143, -3.2148)
I (-3.9868, 0.7965, -0.0709)
C (-2.4252, -2.2901, 0.8065)
H (-3.2382, -2.6382, 0.1813)
H (-2.7644, -2.1333, 1.8214)
H (-1.6080, -2.9973, 0.8060)
F (0.5537, -1.3014, 1.4364)
P (1.2027, -2.4194, 2.4547)
F (1.0747, -3.5265, 1.2764)
F (1.3047, -1.2871, 3.6123)
F (2.6730, -1.9943, 1.9172)
F (-0.2868, -2.7929, 2.9787)
F (1.8495, -3.5200, 3.4438)

Results
Spin multiplicity = 2
HOMO (alpha / beta) = -4.646 / -5.670 eV
Charge = -1
Strongest force on any atom = 2.07 eV/Å
LUMO (alpha / beta) = 0.0168 / 0.0170 Ha
Frontier orbital gap (alpha / beta) = 0.1875 / 0.2254 Eh

In the natural (NBO) picture, each atom carries the following charge in e:
1. Au 1.10
2. C -1.13
3. Si 1.79
4. C -1.12
5. C -1.11
6. N -0.98
7. C 0.15
8. C -0.22
9. C -0.23
10. C -0.19
11. C -0.29
12. C 0.28
13. N -1.09
14. Si 1.78
15. C -1.11
16. C -1.12
17. C -1.12
18. H 0.23
19. H 0.27
20. H 0.24
21. H 0.23
22. H 0.22
23. H 0.28
24. H 0.22
25. H 0.24
26. H 0.22
27. H 0.21
28. H 0.20
29. H 0.20
30. H 0.21
31. H 0.22
32. H 0.24
33. H 0.22
34. H 0.23
35. H 0.23
36. H 0.26
37. H 0.24
38. H 0.25
39. H 0.23
40. I -0.39
41. C -0.74
42. H 0.19
43. H 0.21
44. H 0.22
45. F -0.61
46. P 2.60
47. F -0.59
48. F -0.60
49. F -0.59
50. F -0.60
51. F -0.59


Formula: C13H25B3BeBrCl4F8MgNO17S3
Source: the Open Molecules 2025 dataset
Level of theory: ωB97M-V/def2-TZVPD

Positions of all 77 atoms, in Å:
O (0.4346, -2.8536, -2.6001)
C (-0.4859, -2.0946, -2.6420)
O (-0.7358, -1.3287, -3.7257)
C (-1.4346, -1.9528, -1.4949)
B (-2.9150, -2.2845, -1.8710)
O (-3.3347, -3.1891, -2.7839)
B (-4.6335, -2.8346, -3.1592)
O (-4.8465, -1.4740, -3.4291)
B (-4.5410, -0.7814, -2.3151)
Br (-4.7396, 1.0274, -1.8414)
O (-3.9651, -1.5148, -1.2532)
H (-0.6170, -1.9020, -4.4956)
H (-1.0813, -2.6207, -0.7177)
H (-1.4073, -0.9412, -1.0984)
H (-5.5150, -3.6177, -3.1550)
Cl (-5.0600, 2.3964, 0.5432)
O (-3.9747, 4.8112, -2.1032)
H (-3.8679, 4.8537, -3.0692)
H (-3.1521, 5.1046, -1.6233)
H (-4.2272, 3.9094, -1.7871)
Mg (-4.8630, -0.7919, 0.6257)
C (-0.2629, 4.5006, -0.0932)
Cl (-0.9765, 5.7138, -1.1979)
Cl (-1.4181, 3.9860, 1.1069)
Cl (0.3364, 3.1330, -1.0510)
H (0.5785, 4.9497, 0.4178)
C (1.9393, 1.5997, 1.5334)
O (1.3543, 2.3465, 2.2924)
N (2.6636, 0.5376, 1.9235)
C (3.3611, -0.3260, 0.9974)
C (2.7114, 0.2826, 3.3579)
H (1.8755, 1.7681, 0.4514)
H (2.9885, -1.3496, 1.0851)
H (4.4318, -0.3219, 1.2149)
H (3.2095, 0.0171, -0.0249)
H (1.7008, 0.1310, 3.7221)
H (3.1256, 1.1514, 3.8675)
H (3.3209, -0.5926, 3.5743)
O (-6.6372, 5.2636, -3.2760)
S (-7.2988, 4.4864, -2.2212)
O (-8.3635, 5.2542, -1.5848)
O (-6.3057, 4.1319, -1.1789)
O (-7.7947, 3.2250, -2.7889)
C (-1.1150, 2.2984, 6.9320)
S (0.3583, 2.4724, 5.9247)
O (0.6183, 1.1511, 5.2916)
C (1.5171, 2.6291, 7.2927)
H (-1.9583, 2.1483, 6.2594)
H (-1.0068, 1.4390, 7.5950)
H (-1.2677, 3.2104, 7.5082)
H (1.4554, 1.7478, 7.9319)
H (1.2841, 3.5292, 7.8612)
H (2.5189, 2.7108, 6.8760)
Be (-4.8029, 1.7957, 2.6789)
C (5.8017, -3.8965, -2.5318)
C (5.9438, -5.3964, -2.2326)
C (6.5278, -6.2855, -3.3314)
F (5.7503, -6.2890, -4.4326)
F (6.5970, -7.5573, -2.8750)
F (4.7559, -5.8860, -1.8202)
F (6.8018, -5.4944, -1.1762)
O (4.5256, -3.4254, -2.9131)
C (4.1284, -3.4442, -4.2227)
C (2.9083, -4.3420, -4.4234)
F (3.1809, -5.6136, -4.0664)
F (2.5589, -4.3505, -5.7348)
F (5.1422, -3.7766, -5.0424)
F (3.7613, -2.1826, -4.5438)
H (5.9850, -3.4041, -1.5785)
H (6.5841, -3.5387, -3.2009)
H (7.5361, -5.9590, -3.6007)
H (2.0640, -3.9858, -3.8329)
O (-2.9497, 4.8647, 3.8905)
S (-3.5275, 3.6096, 4.3248)
O (-4.7108, 3.7873, 5.1534)
O (-2.5521, 2.7100, 4.9257)
O (-3.9922, 2.9147, 2.9822)

Results
HOMO = -7.653 eV
Strongest force on any atom = 3.62 eV/Å
LUMO = -0.2036 Ha
Frontier orbital gap = 0.0776 Eh

In the Mulliken picture, each atom carries the following charge in e:
1. O -0.57
2. C 0.32
3. O -0.43
4. C -0.36
5. B 0.25
6. O -0.48
7. B 0.58
8. O -0.26
9. B 0.06
10. Br 0.31
11. O -0.11
12. H 0.34
13. H 0.35
14. H 0.39
15. H -0.03
16. Cl -0.08
17. O -0.10
18. H 0.40
19. H 0.26
20. H 0.26
21. Mg 0.62
22. C -0.04
23. Cl -0.23
24. Cl 0.08
25. Cl -0.13
26. H 0.34
27. C 0.44
28. O -0.55
29. N 0.22
30. C -1.05
31. C -0.84
32. H -0.08
33. H 0.35
34. H 0.34
35. H 0.32
36. H 0.32
37. H 0.20
38. H 0.36
39. O -0.61
40. S 1.16
41. O -0.53
42. O -0.46
43. O -0.51
44. C -0.96
45. S 0.61
46. O -0.61
47. C -0.97
48. H 0.36
49. H 0.37
50. H 0.35
51. H 0.28
52. H 0.33
53. H 0.32
54. Be -0.37
55. C -0.79
56. C 0.91
57. C 0.10
58. F -0.22
59. F -0.27
60. F -0.26
61. F -0.33
62. O -0.29
63. C 0.78
64. C 0.58
65. F -0.24
66. F -0.27
67. F -0.29
68. F -0.30
69. H 0.41
70. H 0.31
71. H 0.29
72. H -0.05
73. O -0.65
74. S 0.98
75. O -0.70
76. O -0.65
77. O 0.44


Q: Among the records above, which one has the lowest strongest force on any atom?
A: C13H25AuF6IN2PSi2